Entry 1:
Formula: C4H14N2O
Source: the OMol25 dataset
Level of theory: the ωB97M-V functional and the def2-TZVPD basis

Calculated values
SMILES: CNCCNC.O
LUMO energy: 0.9163 eV
electronic energy: -9401.54656 eV

The geometry in XYZ format:
```
21
Properties=species:S:1:pos:R:3:lowdin_charge:R:1
C -2.860 0.790 0.866 -0.130
N -1.496 0.309 0.654 -0.127
C -1.391 -0.792 -0.273 -0.259
C -0.149 -0.732 -1.218 -0.233
N 1.006 -0.236 -0.416 -0.147
C 2.276 -0.466 -1.211 -0.112
H -3.407 0.743 -0.070 0.068
H -2.937 1.800 1.268 0.070
H -3.383 0.105 1.554 0.076
H -1.120 -0.015 1.529 0.094
H -1.313 -1.804 0.170 0.110
H -2.269 -0.838 -0.925 0.103
H 0.079 -1.699 -1.680 0.103
H -0.330 0.077 -1.930 0.111
H 1.133 -0.889 0.357 0.087
H 3.064 -0.159 -0.516 0.063
H 2.277 -1.534 -1.438 0.068
H 2.328 0.224 -2.048 0.075
O 3.060 1.852 1.487 -0.077
H 3.266 1.760 2.443 0.047
H 2.166 1.504 1.398 0.011
```

=====

Entry 2:
Formula: C4H14N2O
Source: the OMol25 dataset
Level of theory: the ωB97M-V functional and the def2-TZVPD basis

Calculated values
SMILES: CNCCNC.O
LUMO energy: 0.8309 eV
electronic energy: -9401.38244 eV

The geometry in XYZ format:
```
21
Properties=species:S:1:pos:R:3:lowdin_charge:R:1
C 2.038 0.072 -2.380 -0.169
N 1.214 0.232 -1.237 -0.148
C -0.136 -0.264 -1.257 -0.256
C -0.547 -0.964 0.036 -0.227
N -0.115 -0.270 1.270 -0.118
C 0.905 -0.941 2.134 -0.137
H 2.467 -0.970 -2.380 0.088
H 2.921 0.711 -2.278 0.070
H 1.585 0.399 -3.361 0.086
H 1.351 1.039 -0.656 0.104
H -0.899 0.543 -1.463 0.114
H -0.255 -0.943 -2.099 0.108
H -1.619 -1.111 0.108 0.106
H -0.052 -1.928 -0.045 0.102
H -0.818 -0.158 1.988 0.078
H 0.648 -0.585 3.135 0.068
H 0.975 -2.042 2.206 0.076
H 1.883 -0.544 1.902 0.056
O -4.136 2.281 1.437 -0.063
H -4.057 3.023 2.047 0.034
H -3.354 2.419 0.895 0.027
```

=====

Entry 3:
Formula: C4H14N2O
Source: the OMol25 dataset
Level of theory: the ωB97M-V functional and the def2-TZVPD basis

Calculated values
LUMO energy: 0.6111 eV
electronic energy: -9400.07230 eV

The geometry in XYZ format:
```
21
Properties=species:S:1:pos:R:3:lowdin_charge:R:1
N 0.181 1.339 0.493 -0.143
C -0.992 2.572 3.496 -0.147
O -1.572 2.959 4.504 -0.051
H 0.219 2.215 -0.025 -0.069
H 1.114 1.356 0.865 -0.081
H 0.098 2.393 3.520 0.067
H -1.447 2.587 2.476 0.061
C 1.653 -0.704 -2.250 -0.081
C 0.732 -1.586 -1.342 -0.231
N -0.447 -0.789 -0.938 -0.155
C -1.303 -1.387 0.090 -0.088
H 1.979 0.221 -1.765 0.066
H 2.515 -1.341 -2.466 0.068
H 1.200 -0.452 -3.228 0.076
H 0.340 -2.474 -1.860 0.115
H 1.333 -1.931 -0.479 0.125
H -0.973 -0.710 -1.805 0.143
H -0.054 0.317 -0.500 0.061
H -1.625 -2.418 -0.108 0.085
H -2.207 -0.797 0.291 0.092
H -0.745 -1.371 1.032 0.087
```

=====

Entry 4:
Formula: C4H14N2O
Source: the OMol25 dataset
Level of theory: the ωB97M-V functional and the def2-TZVPD basis

Calculated values
SMILES: CC[C@H](N)CN.O
LUMO energy: 1.0795 eV
electronic energy: -9402.41104 eV

The geometry in XYZ format:
```
21
Properties=species:S:1:pos:R:3:lowdin_charge:R:1
C -1.547 1.529 0.500 -0.111
C -0.531 1.315 -0.629 -0.219
C 0.206 -0.024 -0.406 -0.401
N 0.783 -0.162 0.935 0.025
C 1.337 -0.221 -1.449 -0.243
N 1.414 -1.663 -1.771 -0.022
H -2.391 0.851 0.407 0.074
H -1.070 1.500 1.477 0.062
H -1.968 2.533 0.411 0.064
H 0.165 2.148 -0.640 0.106
H -1.037 1.174 -1.587 0.110
H -0.568 -0.798 -0.442 0.132
H 1.521 -0.845 0.951 0.066
H 1.192 0.680 1.312 0.077
H 1.336 0.410 -2.347 0.102
H 2.323 -0.085 -0.984 0.106
H 0.548 -2.060 -2.126 0.063
H 2.221 -1.847 -2.338 0.052
O -1.571 -1.256 2.765 -0.060
H -1.596 -1.667 3.626 0.024
H -0.768 -1.512 2.335 -0.010
```

=====

Entry 5:
Formula: C4H14N2O
Source: the OMol25 dataset
Level of theory: the ωB97M-V functional and the def2-TZVPD basis

Calculated values
<S²>: 0.758
LUMO energy (spin up / spin down): -2.6317 / -8.7016 eV
electronic energy: -9393.40171 eV
net charge: +1
multiplicity: 2

The geometry in XYZ format:
```
21
Properties=species:S:1:pos:R:3:lowdin_charge:R:1
C 0.065 -2.290 0.824 -0.054
C -0.557 -1.398 -0.254 -0.408
C 0.468 -0.392 -0.823 -0.122
C 1.354 0.255 0.251 -0.223
N 2.007 1.460 -0.240 0.167
N -1.674 -0.662 0.311 0.180
H -0.647 -2.978 1.280 0.093
H 1.013 -2.721 0.508 0.098
H 0.378 -1.668 1.674 0.084
H -0.896 -2.138 -1.011 0.181
H -0.225 0.352 -1.234 0.111
H 1.046 -0.668 -1.706 0.134
H 0.875 0.620 1.175 0.149
H 2.104 -0.456 0.585 0.126
H 1.484 1.823 -1.042 0.117
H 2.952 1.382 -0.605 0.124
H -2.127 -0.113 -0.416 0.123
H -2.155 -1.350 0.878 0.118
H -1.701 4.301 -0.425 0.044
H -1.833 3.276 0.613 0.033
O -1.930 3.365 -0.344 -0.073
```

=====

Entry 6:
Formula: C4H14N2O
Source: the OMol25 dataset
Level of theory: the ωB97M-V functional and the def2-TZVPD basis

Calculated values
<S²>: 0.755
LUMO energy (spin up / spin down): -11.3014 / -18.7111 eV
electronic energy: -9365.37372 eV
net charge: +3
multiplicity: 2

The geometry in XYZ format:
```
21
Properties=species:S:1:pos:R:3:lowdin_charge:R:1
C -1.437 -0.187 0.393 0.013
O -2.535 0.621 -0.055 0.249
C -0.178 0.464 -0.461 -0.204
C 1.105 0.382 0.240 -0.122
C 1.392 -0.985 1.017 -0.068
N 2.084 -1.934 0.058 0.220
N -0.510 1.806 -1.039 0.326
H -1.239 -0.035 1.507 0.238
H -1.510 -1.211 0.184 0.142
H -3.320 0.002 0.036 0.233
H -0.258 -0.228 -1.419 0.230
H 1.389 1.270 0.836 0.161
H 1.988 0.565 -0.556 0.206
H 0.372 -1.434 1.418 0.164
H 1.855 -0.808 1.921 0.119
H 3.119 -2.043 0.199 0.218
H 2.011 -1.667 -0.908 0.153
H 1.556 -2.857 0.258 0.230
H 0.169 2.119 -1.549 0.123
H -1.469 1.723 -1.375 0.191
H -0.692 2.495 -0.377 0.179
```

=====

Entry 7:
Formula: C4H14N2O2
Source: the OMol25 dataset
Level of theory: the ωB97M-V functional and the def2-TZVPD basis

Calculated values
<S²>: 0.750
LUMO energy (spin up / spin down): 3.4733 / 3.5496 eV
electronic energy: -11447.31851 eV
net charge: -1
multiplicity: 2

The geometry in XYZ format:
```
22
Properties=species:S:1:pos:R:3:lowdin_charge:R:1
C 1.161 -0.864 -1.324 -0.149
C 0.092 0.082 -2.161 -0.214
C -0.166 1.301 -1.321 -0.378
C 0.740 2.286 -1.292 -0.220
N 0.365 3.606 -0.949 0.014
N -1.486 1.280 -0.717 0.056
H 2.156 -0.628 -1.815 0.059
H 0.867 -1.872 -1.686 0.041
H 1.207 -0.822 -0.252 0.017
H -0.741 -0.595 -2.394 0.079
H 0.502 0.350 -3.193 0.103
H 1.707 2.206 -1.488 0.057
H 1.168 4.055 -0.456 0.069
H -0.510 3.705 -0.498 0.033
H -1.609 0.751 0.072 -0.010
H -2.257 1.105 -1.315 0.045
H 0.422 -5.055 3.695 0.006
H -0.762 -6.026 3.900 0.022
O 0.196 -5.931 4.023 -0.161
H -0.574 0.726 2.536 -0.099
H -1.370 0.281 3.751 -0.059
O -1.110 0.059 2.886 -0.311
```

=====

Entry 8:
Formula: C4H14N2O2
Source: the OMol25 dataset
Level of theory: the ωB97M-V functional and the def2-TZVPD basis

Calculated values
<S²>: 0.750
LUMO energy (spin up / spin down): 3.7257 / 3.8229 eV
electronic energy: -11448.23660 eV
net charge: -1
multiplicity: 2

The geometry in XYZ format:
```
22
Properties=species:S:1:pos:R:3:lowdin_charge:R:1
N -2.053 -0.882 1.648 -0.069
C -2.365 0.472 1.283 -0.423
C -1.111 1.295 1.072 -0.286
N -0.030 0.657 0.320 -0.072
C -0.392 0.520 -1.104 -0.294
C 0.878 0.325 -1.937 -0.316
O 1.322 -1.026 -1.963 -0.203
H -2.246 -1.252 2.574 0.016
H -2.564 -1.548 1.079 -0.042
H -3.037 0.998 1.975 0.078
H -2.950 0.535 0.359 0.069
H -1.287 2.264 0.589 0.099
H -0.668 1.646 1.991 0.088
H -0.019 -0.308 0.663 0.070
H -1.075 -0.317 -1.297 0.064
H -0.836 1.455 -1.441 0.099
H 0.647 0.657 -2.953 0.093
H 1.665 0.875 -1.438 0.101
H 0.629 -1.679 -1.793 0.025
H 2.689 -0.975 0.078 0.001
H 3.820 -1.654 0.744 0.017
O 3.469 -0.765 0.616 -0.116
```

=====

One value per record, in order, for relative energy (zero: lowest compared OMol25 entry of this formula, charge and spin): 198.8, 214.6, 341.0, 115.4, 112.7, 314.4, 179.5, 90.9 kJ/mol.